(1)
The following is a quantum chemistry calculation of a 2-piece molecular cluster, C4H11NO3 overall, from the Open Molecules 2025 dataset.

Results
E_HOMO in eV: -9.6
Energy above the lowest of the compared OMol25 structures with the same formula, charge and spin in kcal per mole: 53.8
Spin multiplicity: 1
Frontier orbital gap in Ha: 0.3706
Structure (SMILES): C[C@H](O)[C@@H](N)C=O.O
Molecular weight in g/mol: 121.14
E in eV: -11957.77541

Each line ends with the Mulliken charge.
Geometry (Å):
C  0.051  1.449  0.706  -1.533
C  -0.559  0.068  0.280  0.286
O  -1.386  -0.316  1.387  -0.574
C  0.655  -0.943  0.164  0.002
N  0.885  -1.617  1.447  -0.734
C  0.340  -2.098  -0.769  -0.200
O  -0.688  -2.137  -1.396  -0.477
H  0.706  1.649  -0.159  0.368
H  0.637  1.326  1.609  0.300
H  -0.702  2.212  0.610  0.477
H  -1.001  0.224  -0.702  0.423
H  -2.164  0.284  1.351  0.310
H  1.563  -0.419  -0.102  0.419
H  1.443  -1.029  2.051  0.267
H  0.040  -1.761  1.969  0.294
H  1.163  -2.819  -0.913  0.364
O  -0.052  2.163  -2.726  -0.650
H  -0.121  2.094  -1.770  0.332
H  -0.810  1.670  -3.036  0.323

***

(2)
The following is a quantum chemistry calculation of C3H7MgO3Tl as an isolated structure, from the Open Molecules 2025 dataset.

Results
E_HOMO (spin up / spin down) in eV: -13.5 / -13.5
Energy above the lowest of the compared OMol25 structures with the same formula, charge and spin in kcal per mole: 0.0
Spin multiplicity: 2
Frontier orbital gap (spin up / spin down) in Ha: 0.2994 / 0.2954
Charge: +1
Molecular weight in g/mol: 319.77
E in eV: -19493.99948

Each line ends with the Löwdin spin population.
Geometry (Å):
O  0.885  -0.991  2.065  -0.001
C  1.799  -0.256  1.320  0.000
C  1.100  0.724  0.383  0.000
O  0.052  0.002  -0.283  0.000
C  -0.630  0.726  -1.290  0.004
Tl  -0.663  -1.343  1.059  -0.001
H  2.446  -0.916  0.706  0.000
H  2.478  0.339  1.961  0.000
H  1.790  1.132  -0.370  0.000
H  0.637  1.553  0.944  0.000
H  -1.597  0.132  -1.610  0.006
H  0.037  0.919  -2.141  0.000
Mg  -3.344  -2.240  -0.170  0.024
O  -3.980  -1.455  -1.693  0.968
H  -1.009  1.674  -0.881  0.000

***

(3)
The following is a quantum chemistry calculation of a 2-piece molecular cluster, C4H10NO overall, from the Open Molecules 2025 dataset.

Results
E_HOMO (spin up / spin down) in eV: -10.3 / -15.6
Energy above the lowest of the compared OMol25 structures with the same formula, charge and spin in kcal per mole: 29.3
Spin multiplicity: 3
Frontier orbital gap (spin up / spin down) in Ha: 0.2056 / 0.3821
Charge: +1
Molecular weight in g/mol: 88.13
E in eV: -7834.97507

Each line ends with the Löwdin spin population.
Geometry (Å):
C  -0.365  0.896  1.485  0.056
C  0.719  -0.714  -0.625  1.193
C  -1.743  1.329  1.481  0.004
C  1.017  -1.087  -3.051  0.066
N  0.138  0.105  2.417  0.034
O  0.242  -0.769  -1.778  0.452
H  0.218  1.203  0.666  0.033
H  1.750  -1.207  -0.690  0.149
H  -2.248  1.036  0.533  0.000
H  -1.807  2.425  1.518  0.001
H  -2.259  0.803  2.319  0.001
H  2.052  -0.767  -3.088  0.003
H  0.471  -0.641  -3.921  0.001
H  1.158  -2.258  -3.024  0.006
H  1.106  -0.250  2.530  0.002
H  -0.450  -0.104  3.227  0.001

***

(4)
The following is a quantum chemistry calculation of C37H70BN6O6P2Rh as an isolated structure, from the Open Molecules 2025 dataset.

Results
E_HOMO (spin up / spin down) in eV: -13.9 / -13.9
Energy above the lowest of the compared OMol25 structures with the same formula, charge and spin in kcal per mole: 14.7
Spin multiplicity: 1
Frontier orbital gap (spin up / spin down) in Ha: 0.2317 / 0.2287
Charge: +2
Molecular weight in g/mol: 870.67
E in eV: -82987.05675

Each line ends with the Mulliken charge.
Geometry (Å):
Rh  1.034  -0.169  0.440  0.372
C  5.241  -3.492  1.260  -1.502
C  4.593  -2.163  1.102  0.479
C  5.184  -0.906  1.156  -1.292
C  4.164  0.025  0.961  -1.112
N  3.034  -0.663  0.801  2.100
N  3.277  -1.987  0.880  -0.345
B  2.152  -3.037  0.703  0.022
N  1.520  -2.770  -0.676  0.518
N  1.598  -1.519  -1.175  0.722
C  1.387  -1.551  -2.497  -0.256
C  1.144  -2.885  -2.846  -1.210
C  1.239  -3.626  -1.674  0.157
C  1.090  -5.092  -1.480  -1.558
C  1.660  -0.408  -3.442  2.602
C  2.875  -0.825  -4.294  -1.758
C  0.467  -0.170  -4.378  -1.435
C  2.018  0.871  -2.684  -1.135
N  1.139  -2.758  1.824  0.417
N  0.951  -1.479  2.213  0.887
C  0.392  -1.468  3.431  -0.670
C  0.164  -2.802  3.795  -1.399
C  0.664  -3.588  2.769  0.279
C  0.729  -5.071  2.684  -1.382
C  0.259  -0.276  4.347  2.780
C  0.947  -0.626  5.679  -1.751
C  0.960  0.954  3.764  -1.036
C  -1.224  0.000  4.635  -1.763
C  4.255  1.527  0.911  2.374
C  2.871  2.159  0.719  -1.109
C  4.861  2.040  2.225  -1.802
C  5.172  1.923  -0.257  -1.754
H  6.306  -3.352  1.430  0.433
H  5.110  -4.107  0.370  0.285
H  4.825  -4.036  2.108  0.298
H  6.227  -0.698  1.325  0.648
H  2.579  -4.141  0.773  -0.087
H  0.958  -3.271  -3.833  0.659
H  0.867  -5.570  -2.430  0.427
H  0.284  -5.308  -0.779  0.214
H  2.005  -5.528  -1.077  0.329
H  2.651  -1.707  -4.894  0.389
H  3.737  -1.047  -3.663  0.351
H  3.141  -0.011  -4.969  0.470
H  0.205  -1.086  -4.909  0.369
H  0.731  0.586  -5.118  0.557
H  -0.401  0.172  -3.820  0.033
H  2.934  0.718  -2.110  -0.065
H  1.205  1.163  -2.017  -0.674
H  2.187  1.687  -3.387  0.691
H  -0.269  -3.152  4.716  0.599
H  0.205  -5.508  3.530  0.420
H  1.763  -5.419  2.705  0.279
H  0.277  -5.437  1.763  0.186
H  2.007  -0.839  5.532  0.362
H  0.485  -1.491  6.154  0.396
H  0.856  0.222  6.358  0.456
H  2.033  0.765  3.674  0.364
H  0.816  1.815  4.418  0.685
H  0.555  1.203  2.784  -0.745
H  -1.724  -0.908  4.975  0.347
H  -1.725  0.366  3.744  0.253
H  -1.311  0.749  5.423  0.490
H  2.213  1.901  1.560  -0.153
H  2.424  1.841  -0.233  -0.332
H  2.955  3.245  0.689  0.884
H  4.221  1.795  3.075  0.288
H  4.975  3.123  2.179  0.492
H  5.844  1.603  2.398  0.388
H  4.785  1.552  -1.208  0.274
H  6.173  1.518  -0.114  0.398
H  5.252  3.009  -0.318  0.489
C  -4.566  -1.865  -2.130  -1.284
C  -3.274  -1.973  -2.919  0.524
C  -3.457  -1.552  -4.365  -1.147
O  -2.176  -1.241  -2.307  -0.261
P  -1.955  0.179  -1.681  -1.468
O  -0.549  0.242  -1.214  1.120
C  -3.115  0.403  -0.296  -0.726
P  -2.156  1.271  0.971  -0.695
O  -0.938  0.528  1.401  0.270
O  -3.004  1.518  2.258  -0.327
C  -4.403  1.858  2.488  0.388
C  -5.294  0.654  2.236  -1.329
C  -4.814  3.078  1.687  -1.114
O  -1.865  2.644  0.255  0.065
C  -0.587  3.343  0.394  2.104
C  -0.553  4.094  1.711  -1.431
C  -0.439  4.225  -0.826  -1.518
O  -2.165  1.318  -2.728  -0.171
C  -3.378  1.868  -3.322  0.917
C  -3.097  2.048  -4.801  -1.575
C  -3.726  3.185  -2.651  -1.254
H  -5.328  -2.474  -2.614  0.543
H  -4.924  -0.833  -2.108  0.189
H  -4.442  -2.233  -1.111  0.297
H  -2.919  -3.003  -2.888  0.394
H  -3.961  -0.587  -4.432  0.150
H  -4.071  -2.291  -4.880  0.558
H  -2.496  -1.489  -4.875  0.193
H  -3.408  -0.571  0.091  0.578
H  -3.993  0.979  -0.588  0.624
H  -4.415  2.096  3.551  0.449
H  -5.456  0.496  1.168  0.216
H  -6.264  0.819  2.704  0.512
H  -4.856  -0.246  2.668  0.344
H  -4.780  2.874  0.614  0.175
H  -4.163  3.924  1.905  0.297
H  -5.835  3.354  1.949  0.526
H  0.201  2.584  0.387  -1.042
H  -1.273  4.913  1.708  0.404
H  0.439  4.508  1.885  0.362
H  -0.796  3.417  2.533  0.266
H  -1.237  4.967  -0.859  0.422
H  -0.484  3.619  -1.731  0.225
H  0.517  4.747  -0.791  0.398
H  -4.198  1.158  -3.174  0.135
H  -2.205  2.662  -4.922  0.334
H  -3.935  2.554  -5.279  0.454
H  -2.934  1.094  -5.301  0.314
H  -3.029  3.964  -2.960  0.341
H  -3.686  3.102  -1.565  0.217
H  -4.729  3.485  -2.951  0.450

***

(5)
The following is a quantum chemistry calculation of a 2-piece molecular cluster, C4H13N3S overall, from the Open Molecules 2025 dataset.

Results
E_HOMO in eV: -6.6
Energy above the lowest of the compared OMol25 structures with the same formula, charge and spin in kcal per mole: 38.9
Spin multiplicity: 1
Frontier orbital gap in Ha: 0.2716
Molecular weight in g/mol: 135.24
E in eV: -19663.13726

Each line ends with the Mulliken charge.
Geometry (Å):
C  0.506  -0.850  1.972  -0.498
C  0.895  -1.957  0.996  -0.632
S  0.959  -1.366  -0.733  -0.517
N  -0.726  -0.146  1.487  -0.656
H  1.322  -0.116  2.073  0.163
H  0.302  -1.248  2.979  0.414
H  0.164  -2.781  1.058  0.244
H  1.869  -2.332  1.259  0.352
H  -1.572  -0.517  1.939  0.268
H  -0.744  -0.526  0.527  0.058
C  -1.010  0.399  -2.577  -0.903
N  0.516  1.976  0.374  -0.488
C  0.334  1.525  -0.881  0.008
N  -0.854  1.164  -1.323  -0.113
H  -1.408  -0.598  -2.329  0.342
H  -0.004  0.263  -3.001  0.339
H  -1.677  0.962  -3.261  0.282
H  0.011  1.342  1.079  0.402
H  1.469  2.227  0.559  0.297
H  1.192  1.510  -1.572  0.365
H  -1.542  1.069  -0.625  0.273

***

(6)
The following is a quantum chemistry calculation of C3H4NP in the gas phase, from the Open Molecules 2025 dataset.

Results
E_HOMO (spin up / spin down) in eV: -7.0 / -9.3
Energy above the lowest of the compared OMol25 structures with the same formula, charge and spin in kcal per mole: 64.4
Spin multiplicity: 3
Frontier orbital gap (spin up / spin down) in Ha: 0.2909 / 0.3005
Molecular weight in g/mol: 85.05
E in eV: -13948.22718

Each line ends with the Löwdin spin population.
Geometry (Å):
C  -0.891  -1.261  -0.419  0.707
C  -0.949  0.025  -0.395  0.122
C  1.763  -0.131  -0.209  0.117
N  1.563  -1.320  -0.100  0.730
P  0.429  1.194  -0.328  0.176
H  -0.953  -2.257  -0.956  0.033
H  -1.991  0.503  -0.292  0.057
H  2.711  0.299  -0.211  0.046
H  0.206  1.585  0.914  0.011

***

Copy entry 1 word for word.
The following is a quantum chemistry calculation of a 2-piece molecular cluster, C4H11NO3 overall, from the Open Molecules 2025 dataset.

Results
E_HOMO in eV: -9.6
Energy above the lowest of the compared OMol25 structures with the same formula, charge and spin in kcal per mole: 53.8
Spin multiplicity: 1
Frontier orbital gap in Ha: 0.3706
Structure (SMILES): C[C@H](O)[C@@H](N)C=O.O
Molecular weight in g/mol: 121.14
E in eV: -11957.77541

Each line ends with the Mulliken charge.
Geometry (Å):
C  0.051  1.449  0.706  -1.533
C  -0.559  0.068  0.280  0.286
O  -1.386  -0.316  1.387  -0.574
C  0.655  -0.943  0.164  0.002
N  0.885  -1.617  1.447  -0.734
C  0.340  -2.098  -0.769  -0.200
O  -0.688  -2.137  -1.396  -0.477
H  0.706  1.649  -0.159  0.368
H  0.637  1.326  1.609  0.300
H  -0.702  2.212  0.610  0.477
H  -1.001  0.224  -0.702  0.423
H  -2.164  0.284  1.351  0.310
H  1.563  -0.419  -0.102  0.419
H  1.443  -1.029  2.051  0.267
H  0.040  -1.761  1.969  0.294
H  1.163  -2.819  -0.913  0.364
O  -0.052  2.163  -2.726  -0.650
H  -0.121  2.094  -1.770  0.332
H  -0.810  1.670  -3.036  0.323

***

> E of number 2 (C3H7MgO3Tl)?

-19493.99948 eV

***

> What is the energy above the lowest of the compared OMol25 structures with the same formula, charge and spin in the first record?

53.8 kcal per mole

***

> Which formula does entry 5 have?

C4H13N3S